No. 1
Entry from the Open Molecules 2025 dataset: 15 unconnected molecules or ions with the total composition C30H95N15O15 at a distorted geometry (the ωB97M-V functional and the def2-TZVPD basis).

The calculation puts the HOMO energy at -8.8 eV.

```
! RIJCOSX wB97M-V def2-TZVPD def2/J DEFGRID3
* xyz 0 1
N 9.834 5.033 -1.069
O 10.067 5.430 -3.275
H 11.779 3.690 -1.399
H 9.330 -4.553 3.087
H 13.281 -1.884 -3.414
C 9.298 5.478 -6.693
H 10.070 -1.282 -2.726
H 14.151 0.910 -1.786
H 10.025 -0.956 -5.155
H 9.136 -5.402 1.532
O 7.372 1.780 -6.597
H 11.565 -5.756 3.486
H 6.366 -1.142 3.123
H 7.330 -1.190 -5.339
H 11.479 3.442 -3.164
H 12.165 -6.025 1.126
H 14.412 -2.669 -4.445
H 7.531 -8.027 -2.666
O 5.454 -1.949 -4.838
N 10.256 -5.359 -5.619
H 8.183 0.053 -0.673
H 6.832 1.914 -2.217
H 9.795 -2.144 2.379
H 10.556 -2.051 0.827
H 8.581 -4.400 -4.393
O 11.792 2.870 -5.834
H 9.947 6.091 -7.319
H 10.847 -2.300 -7.621
C 7.290 0.256 2.058
O 9.201 0.749 -4.332
C 12.821 3.669 2.539
H 10.761 2.406 -10.644
H 11.092 4.766 3.237
H 14.770 0.890 -0.087
C 7.777 1.780 -7.947
H 5.321 -0.101 2.123
H 13.727 2.253 -5.965
H 9.864 1.915 1.688
N 10.926 1.614 -10.043
H 12.710 0.804 -7.610
C 9.994 -2.720 1.473
H 7.120 -4.789 -0.872
H 4.828 -1.235 -4.696
H 11.141 -5.566 -6.057
H 9.764 3.405 -7.265
O 12.954 -1.448 -5.276
H 13.271 2.216 -2.675
H 9.472 0.151 -6.296
H 6.133 -4.042 -4.051
H 10.625 -1.070 -0.469
C 9.957 -2.395 -8.248
H 10.928 -1.889 -9.889
O 12.925 2.405 -9.283
H 12.155 -7.713 1.918
H 7.857 2.851 -8.149
H 12.794 1.666 -4.645
C 6.350 -1.405 -5.769
H 9.199 -2.023 -7.557
H 8.315 5.369 -7.154
C 9.043 -6.303 -1.655
H 9.289 -2.695 -4.275
C 7.771 -6.827 -1.007
C 10.448 4.889 -2.269
C 9.669 0.889 -2.988
O 6.390 -5.472 -2.678
N 10.643 -0.296 -1.119
H 10.930 2.999 3.320
C 9.868 4.073 -6.410
O 5.192 2.983 -2.793
C 8.378 -0.730 -1.403
H 7.966 -7.029 0.046
H 5.652 0.887 -2.947
H 6.995 1.376 -8.588
C 9.650 -0.413 -2.218
C 9.861 -5.020 2.255
H 14.949 2.250 0.915
O 11.401 -3.576 -5.181
H 7.546 -0.755 -2.110
H 10.818 -7.150 0.893
H 5.864 -0.530 -6.199
C 11.438 4.120 -6.190
H 9.641 4.167 -4.396
N 9.235 -3.655 -4.580
H 7.993 2.304 -6.075
O 10.658 3.783 1.395
H 7.859 1.709 0.905
C 9.950 0.123 -5.316
H 13.432 3.358 -4.530
H 8.438 -1.726 -0.965
N 11.950 0.718 -8.267
H 8.950 -5.985 -2.691
H 9.418 -7.418 3.015
O 10.549 -3.997 1.612
H 13.156 4.693 4.362
H 8.777 1.406 -8.173
C 10.522 2.450 1.002
H 9.007 -2.856 1.022
H 10.683 -8.012 3.730
H 10.183 4.525 -0.268
H 9.292 -5.465 -0.998
N 10.164 -7.147 3.647
H 9.900 -6.948 -1.461
H 11.614 -0.341 -1.400
C 10.847 -6.149 2.765
C 10.309 -4.139 -5.112
H 11.125 0.146 -8.188
C 14.102 2.626 -0.854
H 6.817 -3.425 -2.552
H 11.481 1.942 0.885
H 9.397 -5.850 -5.810
H 5.727 -5.819 -0.774
H 10.051 2.542 0.022
N 11.294 3.863 -2.267
C 6.081 1.888 -3.010
H 13.070 2.943 4.575
H 13.005 4.743 0.927
N 13.836 1.855 -1.924
C 13.037 2.582 -5.186
H 11.700 4.745 -5.332
H 14.368 4.755 1.849
C 6.061 -4.095 -2.967
N 6.223 -0.444 2.411
N 7.024 1.264 1.253
H 6.583 1.882 -3.978
H 14.586 3.689 3.978
H 10.967 0.487 -5.470
C 13.919 -1.709 -4.287
H 13.138 2.747 2.049
N 9.228 3.613 -5.142
C 11.602 -6.837 1.585
N 13.363 4.860 1.866
N 7.503 -8.084 -1.656
H 12.027 4.411 -7.063
H 5.111 -3.816 -2.510
H 6.125 1.274 0.798
O 10.222 -1.539 -9.340
H 6.508 -8.197 -1.497
C 6.703 -5.723 -1.254
C 13.498 3.738 3.962
O 13.862 3.788 -0.826
H 12.325 -2.170 -5.394
C 12.042 1.584 -9.207
H 9.737 -3.431 -8.504
O 8.458 -0.054 2.336
C 11.298 3.831 2.718
N 14.501 1.840 0.108
H 5.623 3.815 -3.002
H 9.138 1.637 -2.396
H 9.668 2.702 -5.081
H 10.353 0.788 -10.121
H 10.640 1.362 -3.149
H 9.265 5.855 -0.945
H 9.120 6.100 -5.816
H 14.558 -0.906 -3.921
H 6.569 -2.192 -6.493
*
```

Atomic partial charges in e from the Mulliken method, atoms 1 to 6:
1 N -0.224
2 O -0.724
3 H -0.085
4 H 0.362
5 H 0.178
6 C -1.800

No. 2
Entry from the Open Molecules 2025 dataset: a molecular structure, C18H29N5O9Sr at a distorted geometry (the ωB97M-V functional and the def2-TZVPD basis).

The calculation puts the HOMO energy at -3.1 eV.

```
! RIJCOSX wB97M-V def2-TZVPD def2/J DEFGRID3
* xyz -2 1
O 2.304 -1.937 -1.697
N -0.497 -0.980 -2.248
H -1.875 2.081 -0.610
O 2.655 1.040 -2.054
H 0.915 0.118 -3.324
O 3.241 -1.478 1.325
C -0.159 0.158 -3.129
H -3.277 -2.456 0.290
H -1.076 3.633 -0.738
O 2.716 2.929 -3.300
C 2.318 2.227 -2.363
O 2.247 -2.572 -3.865
H -2.543 -1.820 1.767
N 0.065 1.940 -1.286
H 1.560 -2.676 3.662
C 0.180 -2.218 -2.758
C -0.931 2.580 -0.435
C -2.410 -1.904 0.683
H -2.365 -1.170 -3.208
Sr 1.521 -0.286 -0.428
H -2.384 1.585 2.772
H 4.913 -1.652 3.265
N -2.356 -0.558 0.141
C -1.931 -1.271 -2.198
O -0.070 -2.154 0.658
C -1.902 0.819 2.133
C 2.977 -1.854 2.451
C -2.891 0.437 1.037
C 0.341 1.207 2.821
H -3.813 0.092 1.542
H 1.128 -2.641 1.963
C -2.794 -0.468 -1.231
H -1.347 3.235 1.553
H -3.189 1.316 0.466
H 0.366 3.042 1.205
C 1.730 -2.225 -2.799
H 1.708 2.965 -0.456
H 0.932 3.800 -1.840
H 0.283 0.194 3.232
H -0.162 -2.447 -3.775
H 3.712 -2.179 4.476
H -3.824 -0.858 -1.363
H -2.830 0.583 -1.512
O 2.114 1.239 1.252
H -2.037 -2.325 -1.933
C 3.885 -1.540 3.607
H -1.748 -0.055 2.770
H -0.102 -3.038 -2.092
C -0.499 1.569 -2.614
H 0.078 1.901 3.632
H 3.724 -0.492 3.875
H -0.130 2.266 -3.375
N -0.590 1.264 1.695
H -1.579 1.709 -2.578
O 2.558 1.761 3.402
C 1.810 1.438 2.465
C -1.164 -2.777 0.523
H -0.640 0.044 -4.117
C 1.246 2.829 -1.438
N 1.837 -2.556 2.703
C -0.609 2.576 1.057
O -1.342 -3.992 0.343
*
```

Atomic partial charges in e from the Mulliken method, atoms 1 to 6:
1 O -0.843
2 N 1.308
3 H 0.357
4 O -0.646
5 H 0.572
6 O -0.609

No. 3
Entry from the Open Molecules 2025 dataset: 2 unconnected molecules or ions with the total composition CH4FN2O at a distorted geometry (the ωB97M-V functional and the def2-TZVPD basis).

The calculation puts the HOMO energy (alpha / beta) at -2.1 / -2.1 eV.

```
! RIJCOSX wB97M-V def2-TZVPD def2/J DEFGRID3
* xyz -1 1
F 0.844 1.541 0.155
H -1.273 -0.429 -0.710
N -0.891 0.512 -0.786
C 0.261 0.356 -0.006
H -1.607 1.058 -0.125
H -1.096 -0.060 1.490
O 2.294 -0.705 -0.054
N 1.002 -0.704 -0.068
H 0.464 -1.569 0.103
*
```

Atomic partial charges in e from the Mulliken method, atoms 1 to 6:
1 F -0.163
2 H 0.475
3 N -0.726
4 C -0.834
5 H 0.358
6 H 0.172

No. 4
Entry from the Open Molecules 2025 dataset: 10 unconnected molecules or ions with the total composition H20O10 at a distorted geometry (the ωB97M-V functional and the def2-TZVPD basis).

The calculation puts the HOMO energy (alpha / beta) at -14.2 / -14.2 eV.

```
! RIJCOSX wB97M-V def2-TZVPD def2/J DEFGRID3
* xyz 1 2
H 3.809 1.777 -0.309
H 0.440 -1.938 3.131
H 0.430 2.634 -0.106
H 0.886 -2.028 0.222
H -2.474 -2.931 -0.053
O 2.864 1.690 -0.436
H -2.418 -2.117 1.222
H 1.231 1.723 1.593
O 0.744 -1.082 3.432
O 0.102 2.307 -0.944
H -3.873 -0.438 1.780
H 1.111 2.169 -3.974
H 0.910 1.698 -2.549
H -3.484 0.726 0.893
H -0.080 3.095 -1.456
O -0.617 -2.505 -2.615
H 0.229 0.389 -0.416
O 1.028 2.648 1.729
O -3.651 0.493 1.806
H -0.279 -2.448 -1.722
H 1.176 -3.513 0.284
H 0.616 2.679 2.592
O 1.600 -2.663 0.164
H -1.108 -0.238 -0.083
H -0.051 -3.145 -3.046
H 2.603 2.504 -0.867
O -0.167 -0.340 0.061
O 0.806 1.421 -3.460
H 0.385 -0.463 2.796
O -2.767 -2.105 0.331
*
```

Atomic partial charges in e from the Mulliken method, atoms 1 to 6:
1 H 0.288
2 H 0.305
3 H 0.318
4 H 0.293
5 H 0.273
6 O -0.522

No. 5
Entry from the Open Molecules 2025 dataset: a single C4H8ClNS molecule at a distorted geometry (the ωB97M-V functional and the def2-TZVPD basis).

Its SMILES is N[C@H]1C[C@@H](S)[C@H]1Cl. The calculation puts the HOMO energy at -9.0 eV.

```
! RIJCOSX wB97M-V def2-TZVPD def2/J DEFGRID3
* xyz 0 1
S 2.696 0.557 -0.230
H -1.088 -0.938 0.963
H 0.328 -0.319 -1.632
C -0.912 -0.173 0.175
H 1.261 -0.978 1.223
N -2.208 0.353 -0.483
H -0.030 0.706 2.044
H -2.696 0.623 0.349
C 0.021 0.649 0.828
H -0.155 -1.962 -0.956
C 1.229 -0.340 0.363
Cl 0.279 2.065 -0.228
H -2.148 1.364 -0.963
C 0.135 -0.809 -0.787
H 3.290 -0.797 -0.665
*
```

Atomic partial charges in e from the Mulliken method, atoms 1 to 6:
1 S -0.189
2 H 0.284
3 H 0.398
4 C -0.100
5 H 0.371
6 N -0.698

No. 6
Entry from the Open Molecules 2025 dataset: a molecular structure, C11H10BrNOTm at a distorted geometry (the ωB97M-V functional and the def2-TZVPD basis).

The calculation puts the HOMO energy (alpha / beta) at -2.4 / -2.4 eV.

```
! RIJCOSX wB97M-V def2-TZVPD def2/J DEFGRID3
* xyz -1 3
H 2.967 -2.085 -2.646
N -2.338 0.984 2.908
H 0.663 -1.812 -4.055
C 2.008 -2.540 -2.399
C 0.374 -3.810 -1.365
H -1.245 -3.281 -2.834
O -3.221 2.529 4.529
C 1.154 1.900 0.785
C 0.177 2.231 -0.208
Br -1.667 -0.982 -0.515
Tm -0.916 0.657 1.327
C 0.713 2.470 2.034
C -2.787 1.769 3.727
C -0.523 3.120 1.793
C -0.864 2.982 0.423
H -1.656 3.522 -0.104
H 2.471 -3.753 -0.557
C -0.213 -3.179 -2.507
H 1.296 2.499 2.961
H -0.141 -4.481 -0.681
H -1.085 3.727 2.485
C 1.747 -3.418 -1.299
H 2.069 1.342 0.611
H 0.220 2.002 -1.266
C 0.797 -2.396 -3.146
*
```

Atomic partial charges in e from the Mulliken method, atoms 1 to 6:
1 H 0.393
2 N -0.776
3 H 0.358
4 C -0.594
5 C -0.501
6 H 0.481

No. 7
Entry from the Open Molecules 2025 dataset: a molecular structure, C28H27MoN6O2PS2 (the ωB97M-V functional and the def2-TZVPD basis).

The calculation puts the HOMO energy (alpha / beta) at -13.8 / -13.9 eV.

```
! RIJCOSX wB97M-V def2-TZVPD def2/J DEFGRID3
* xyz 2 1
H 4.634 2.046 0.353
H 1.196 -3.354 -4.703
C 0.094 -3.324 -1.012
C -3.728 -1.496 1.476
H -0.231 5.393 -0.334
C -5.046 -1.517 1.907
H 0.840 4.316 -1.285
H -2.025 0.569 5.111
Mo -0.665 -0.631 1.510
P 0.622 -0.577 -0.716
C 0.166 -4.528 -1.703
C -3.076 -0.358 3.378
C -4.362 -0.356 3.878
C -1.067 2.278 -3.913
S 1.431 -0.898 2.317
C 1.381 0.046 3.831
H 2.547 0.693 5.360
C -0.195 4.596 -1.079
H -1.476 2.907 -4.692
S -1.767 1.510 1.025
H 2.212 1.699 0.074
H 0.943 2.970 -4.189
H -2.021 -0.125 -1.728
C -1.942 0.182 4.102
N -0.801 0.132 3.524
H 1.154 -1.239 -3.463
H 3.387 -0.183 4.124
C -0.009 0.628 -1.928
C -1.898 1.396 -3.224
N 0.276 0.555 4.277
C 5.147 0.054 -0.268
C 3.303 -1.364 -0.887
C 0.853 -2.154 -2.967
C 0.289 2.315 -3.628
N -2.759 -0.926 2.193
C 4.259 1.090 0.011
H -4.567 0.089 4.841
C 4.669 -1.166 -0.710
H -5.797 -1.993 1.293
H -2.949 1.335 -3.473
C 0.554 -4.539 -3.033
N 0.368 3.082 1.206
H -0.638 4.958 -2.000
C 0.891 -3.351 -3.666
H 0.470 2.664 2.118
H -0.098 -5.443 -1.190
C -0.687 2.757 0.458
C 2.901 0.895 -0.153
H 0.595 -5.474 -3.575
O -0.183 -4.268 1.153
C -1.370 0.574 -2.240
C -5.370 -0.941 3.121
H 0.948 3.877 0.984
H 1.886 1.500 -2.465
N -0.959 3.441 -0.626
O -1.171 -2.311 0.766
H -3.427 -1.958 0.547
H -1.694 3.077 -1.218
H -6.389 -0.952 3.483
C 0.822 1.486 -2.646
H 5.355 -1.974 -0.925
H 2.946 -2.325 -1.235
N 2.540 0.245 4.457
C 2.413 -0.330 -0.620
C 0.450 -2.130 -1.634
H 6.210 0.205 -0.142
C -0.383 -3.376 0.392
*
```

Atomic partial charges in e from the Mulliken method, atoms 1 to 6:
1 H 0.470
2 H 0.467
3 C 0.592
4 C -0.402
5 H 0.424
6 C -0.954

No. 8
Entry from the Open Molecules 2025 dataset: a single C3H3N3O molecule at a distorted geometry (the ωB97M-V functional and the def2-TZVPD basis).

The calculation puts the HOMO energy (alpha / beta) at -8.8 / -8.8 eV.

```
! RIJCOSX wB97M-V def2-TZVPD def2/J DEFGRID3
* xyz 0 1
H -2.300 -1.539 0.196
C 0.690 0.151 0.030
C -0.264 -0.811 -0.039
N 1.995 0.440 -0.015
N 0.125 1.674 0.076
H 2.547 -0.170 -0.613
C -1.679 -0.625 0.308
O -2.191 0.414 0.681
H 0.062 -1.809 -0.324
N 1.015 2.275 -0.300
*
```

Atomic partial charges in e from the Mulliken method, atoms 1 to 6:
1 H 0.310
2 C 0.666
3 C -0.586
4 N -0.656
5 N 0.353
6 H 0.202

No. 9
Entry from the Open Molecules 2025 dataset: 2 unconnected molecules or ions with the total composition C9H16N2O at a distorted geometry (the ωB97M-V functional and the def2-TZVPD basis).

The calculation puts the HOMO energy at -9.1 eV.

```
! RIJCOSX wB97M-V def2-TZVPD def2/J DEFGRID3
* xyz 0 1
C 0.273 1.076 2.162
H 0.792 1.416 -0.791
C -0.557 -0.066 -1.589
H -1.867 0.553 -0.164
H -1.138 2.352 1.246
H 2.121 -2.783 2.117
H -0.592 2.883 2.849
H -0.621 2.107 -1.599
H 0.741 -2.747 0.990
H -0.954 -0.137 -3.722
C -0.283 2.426 1.911
H 1.070 -1.083 -2.593
C 0.903 -1.057 2.241
H 0.694 1.418 -2.555
C 0.495 -1.176 -1.675
H 1.170 -1.105 -0.829
H -2.021 -1.169 -2.749
C -1.521 -0.205 -2.796
C 1.077 -2.506 1.993
H 0.009 -2.144 -1.654
N 1.543 -0.410 3.184
C 0.077 -0.139 1.580
H 0.470 3.069 1.455
C 0.120 1.311 -1.639
H -2.276 0.581 -2.779
H 0.487 -3.074 2.710
O 1.165 0.903 3.153
N -1.379 -0.291 -0.458
*
```

Atomic partial charges in e from the Mulliken method, atoms 1 to 6:
1 C 0.414
2 H 0.312
3 C 1.803
4 H 0.277
5 H 0.230
6 H 0.350